No. 1
C6H35NO13 | ωB97M-V/def2-TZVPD

```
55
Properties=species:S:1:pos:R:3:forces:R:3
H 4.0511 0.3647 1.3423 -0.25 0.25 0.74
O -1.2120 -1.7884 3.3527 -0.07 -0.10 -0.14
H 4.0252 0.1216 3.6406 0.14 0.25 -0.20
C 2.6738 1.3211 0.0365 -1.03 -0.16 0.66
H -2.7581 -2.3356 0.5364 0.12 0.18 -0.14
O -2.8577 0.3257 -1.1290 -0.24 0.26 0.08
O -0.5537 -0.3993 -2.8625 -0.07 -0.02 -0.25
H 2.8296 -1.0778 3.7872 -0.21 0.12 0.04
C 2.9573 0.4277 1.2556 0.46 -0.97 -1.42
H -0.9094 -1.6405 2.4506 0.01 0.22 -0.05
H 2.6591 -0.5993 0.9152 0.48 0.73 0.32
H -1.3016 3.7910 -1.2913 0.12 -0.17 -0.09
O 1.8449 -2.4056 0.6460 -0.37 0.00 0.30
H -2.6033 -3.1176 -3.3818 -0.40 -0.65 -0.53
H -3.4935 3.2513 2.3691 0.06 -0.24 0.19
H 1.2843 -2.2067 -0.1248 0.02 -0.55 -0.11
H 3.5681 0.6517 -1.8503 0.77 -0.07 -0.24
C 2.9456 0.0147 3.7423 1.06 -1.00 -0.18
H -5.1575 0.1166 1.3054 0.37 -0.20 -0.19
H -1.9671 2.9597 2.5702 -0.24 -0.05 0.26
H -2.6265 -4.2205 -2.1774 -0.53 -0.18 -0.84
H -4.1937 0.8850 0.3456 0.39 -0.34 0.05
H 1.3407 -1.7818 -3.6087 -0.48 -0.62 -0.90
H -2.0352 -0.1705 -1.1907 -0.02 -0.08 -0.14
H -0.9625 0.2673 -3.4459 -0.04 -0.07 0.27
O -2.6448 3.1762 1.9268 0.26 0.29 -0.55
H -0.7161 -2.5661 3.6152 0.12 -0.13 0.19
O -2.3952 -3.3436 -2.4836 0.50 0.55 1.17
H -0.5347 -1.8078 -1.8269 -0.02 0.07 -0.14
H 2.7365 -2.5542 0.3364 0.15 -0.14 -0.32
O 4.7846 1.9824 -0.7834 0.78 -0.52 -0.68
H 1.1958 -0.0260 -0.2548 -0.38 0.07 -0.01
C 3.8435 1.2667 -0.9703 -2.12 1.01 1.15
O -0.9903 2.0983 -3.9101 -0.98 -0.29 0.13
H -0.8872 4.5975 -0.1246 0.27 -0.05 0.19
O -0.2754 -2.4448 -1.1455 0.16 -0.08 0.48
H -0.4637 2.1385 -4.7057 0.58 0.26 0.07
H 0.4524 0.8486 3.7297 0.51 -0.20 0.19
C 2.2062 0.5611 2.5364 0.09 0.01 1.69
H 0.2893 1.3950 2.0509 0.16 -0.32 -0.42
O -3.6143 -2.0661 0.8837 -0.04 -0.20 -0.10
O -0.4995 4.0503 -0.8191 -0.45 0.05 -0.05
H 2.9491 -1.7810 -3.4695 -0.11 -0.50 -0.68
C 0.9448 0.9034 2.7652 -0.72 1.13 -0.67
O 2.1040 -1.4920 -3.1429 0.70 1.18 1.64
H -0.7636 -3.2368 -1.3993 0.16 0.23 0.03
H 2.7321 0.4092 4.7331 -0.62 0.23 -0.23
H -0.4676 2.2519 -3.1183 0.49 0.28 -0.25
H 0.1620 0.0786 -2.4209 0.39 0.05 0.09
H -3.5530 -0.2739 -1.4184 0.11 -0.14 0.00
O -4.9372 0.9772 0.9456 -0.65 0.60 0.22
H 2.5086 2.3531 0.3751 0.64 -0.03 -0.24
H -3.7856 -2.7169 1.5696 -0.07 0.04 0.19
H 0.6942 1.5442 -0.1457 -0.34 -0.24 -0.19
N 1.3773 0.9226 -0.5619 0.38 0.21 -0.38
```
Forces are in eV/Å.

Calculated values
Charge = 0
Kohn-Sham gap = 8.85 eV
Largest force on an atom = 2.6 eV/Å
Energy above the lowest of the compared OMol25 structures with the same formula, charge and spin = 67.1 kcal per mole
E_LUMO = -0.08 eV
HOMO level = -8.9 eV

---

No. 2
C2H3NO3 | ωB97M-V/def2-TZVPD

```
9
Properties=species:S:1:pos:R:3:forces:R:3
C 0.4668 1.0903 0.2573 -1.23 0.86 1.52
H 0.6557 0.9177 1.3938 0.18 -0.06 -1.69
N 0.5979 0.0179 -0.5531 -0.10 0.74 -0.22
O -0.0475 2.1297 -0.1161 0.66 -0.46 0.03
H 0.5284 0.2832 -1.5929 0.63 -1.58 2.03
O -2.5384 -0.6095 0.1486 -0.75 1.02 0.65
C -1.9699 -1.4247 -0.3543 0.62 -1.06 -0.63
H 1.0020 -1.3048 0.8661 -0.33 0.56 -1.08
O 1.3050 -1.0998 -0.0494 0.32 -0.03 -0.60
```
Forces are in eV/Å.

Calculated values
Charge = 0
Kohn-Sham gap = 10.46 eV
Largest force on an atom = 2.6 eV/Å
Energy above the lowest of the compared OMol25 structures with the same formula, charge and spin = 81.2 kcal per mole
E_LUMO = 0.58 eV
HOMO level = -9.9 eV